9
Properties=species:S:1:pos:R:3:forces:R:3 method="wB97M-V/def2-TZVPD" e_homo_ev=-6.11 lumo_energy_ev=3.5 charge=-1
O 2.238172 -0.436692 1.304634 1.2 -0.1 1.5
S 1.379414 -0.192981 0.205952 -0.4 0.5 1.1
O 1.599071 -0.984904 -0.939046 0.1 -0.9 -1.9
N -0.100553 -0.219214 0.791802 -0.2 0.2 -0.6
S -1.219536 0.193732 -0.240146 0.1 -0.2 1.2
O -1.206604 -0.457458 -1.489595 -0.1 -1.0 -1.4
O -1.456899 1.591660 -0.274850 -0.3 1.4 0.2
Cl -2.846227 -0.583876 0.783836 -0.2 -0.1 0.1
H 1.613161 1.089733 -0.142588 -0.2 0.1 -0.2


56
Properties=species:S:1:pos:R:3:forces:R:3 method="wB97M-V/def2-TZVPD" e_homo_ev=-8.91 lumo_energy_ev=-0.7 charge=0 e_above_lowest_kcal_mol=414.84
C 1.167839 2.830355 -0.065323 2.1 1.6 4.8
C 1.923972 1.546205 -0.132322 0.8 -1.8 0.2
C 2.778078 1.380615 1.155743 3.6 4.0 -3.9
N 3.832055 0.392634 1.050549 -3.3 3.3 1.7
S 3.508720 -0.946743 1.656094 0.6 -5.1 12.2
O 4.742026 -1.762662 1.837594 -2.2 1.0 -1.9
O 3.034883 -0.496537 3.238134 0.4 -1.9 -6.6
C 2.252748 -1.944973 0.818815 -0.3 2.8 1.4
C 0.958519 -1.715649 1.162840 -2.3 2.6 4.2
C -0.119843 -2.259613 0.466731 3.5 -1.5 -0.6
C 0.315013 -3.327925 -0.433899 4.1 4.3 1.5
C 1.709467 -3.508465 -0.880971 -4.1 2.3 1.6
C 2.592748 -2.617428 -0.282764 1.9 -4.2 -0.3
H 3.610918 -2.966517 -0.214215 0.9 0.7 -1.2
H 1.901271 -4.086800 -1.758649 0.3 -0.6 0.0
H -0.442920 -3.570221 -0.988603 -4.1 -2.8 -3.1
C -1.553705 -1.989191 0.795747 2.2 -6.5 -4.4
O -2.362999 -2.739173 0.369274 -2.5 -2.8 -3.6
O -1.864733 -1.344245 1.736118 2.7 8.0 9.0
C -3.082814 -1.093243 2.340236 -2.1 -2.7 -5.4
C -4.029994 -0.764725 1.050957 1.6 -3.6 7.8
C -5.102730 -1.477837 1.131986 -4.8 1.0 -5.2
C -6.192634 -1.203502 0.024433 10.4 5.0 1.9
O -7.159466 -1.697455 -0.097330 -10.8 -6.3 -0.5
O -5.908988 -0.293405 -1.003784 3.2 4.3 0.5
C -4.887987 0.695165 -0.691975 2.5 -2.0 0.6
C -4.643458 1.975982 -1.612291 -8.8 -11.2 3.4
C -3.598386 2.482525 -1.354876 12.4 12.0 0.3
C -2.519107 2.447599 -0.311451 -11.2 -8.1 -1.9
C -2.776587 1.353866 0.467239 -0.1 -1.5 -0.8
C -3.863746 0.308077 0.305835 -0.7 8.6 -5.8
H -1.956184 1.053100 1.054777 0.6 -0.3 1.4
H -1.790776 3.013155 -0.276117 6.9 5.5 0.2
O -3.318891 3.819571 -2.255342 1.5 -3.0 3.3
H -4.034984 3.862211 -2.842283 -1.6 0.1 -1.4
H -5.467095 1.832379 -2.160560 -2.5 1.3 -3.2
H -5.440614 -2.412110 1.372291 0.4 -2.3 2.2
H -3.428231 -1.949119 2.911937 -0.2 -0.5 -0.5
H -3.050775 -0.355625 3.014282 0.8 3.3 2.0
H 0.754580 -1.080191 2.209190 0.6 -1.5 -3.1
C 4.561006 0.455051 -0.028723 7.7 -3.4 -5.5
H 5.324227 -0.589171 0.140936 -2.2 2.4 -1.3
C 3.827600 0.449825 -1.346042 -4.1 0.1 -1.6
C 4.591853 0.659337 -2.682182 -8.2 -5.8 0.3
H 5.246516 1.328321 -2.645281 5.3 6.0 0.1
H 5.023343 -0.283441 -2.824196 1.1 -1.4 -0.5
H 3.782903 0.719011 -3.513766 1.6 0.5 1.4
O 2.778144 1.702936 -1.304080 1.4 -3.2 1.4
H 3.056443 -0.621772 -1.456243 2.3 3.4 0.4
H 5.464255 1.109697 -0.058007 -1.2 0.7 0.4
H 2.310651 1.256927 2.024538 -2.3 -0.4 3.4
H 3.484327 2.338398 1.219048 -1.9 -1.3 0.0
H 1.242018 0.546208 -0.228753 1.2 2.4 -0.1
H 1.801583 3.788088 -0.084162 -0.6 -1.7 0.0
H 0.455995 2.934034 0.797019 0.9 -0.4 -0.2
H 0.563945 2.816464 -0.818154 -3.5 0.4 -5.0


196
Properties=species:S:1:pos:R:3:forces:R:3 method="wB97M-V/def2-TZVPD" e_homo_ev=-8.66 lumo_energy_ev=0.3 charge=0 e_above_lowest_kcal_mol=0.00
C -2.280022 2.604567 -4.021307 1.0 -0.9 -1.8
O -3.102295 2.241757 -3.231693 -1.8 -0.4 1.9
N -1.975920 1.814933 -5.128310 -0.5 -0.5 0.6
N -1.572585 3.744113 -3.936711 0.6 1.3 -0.2
H -1.056359 1.959808 -5.509683 0.2 -0.2 -0.3
H -2.309379 0.841633 -5.018401 0.5 1.0 -0.2
H -1.984341 4.561108 -3.474927 0.3 -0.6 0.0
H -0.932151 3.899114 -4.708622 -0.1 0.3 0.3
C -3.022039 2.461966 0.477121 -0.4 2.0 1.4
O -2.809436 2.669826 1.707274 -0.4 -0.8 -3.0
N -2.214146 1.644376 -0.312274 -2.4 1.6 0.1
N -4.101805 3.298640 -0.175689 2.7 -1.8 1.6
H -2.381632 1.715616 -1.328009 0.4 -0.3 0.7
H -1.385232 1.221627 0.098119 0.0 0.2 -0.3
H -4.501229 2.987314 -1.033633 -0.1 -0.3 -0.5
H -4.736683 3.736860 0.487493 0.4 -0.5 -0.1
C 1.572872 -3.851936 -1.642087 0.3 0.1 0.6
O 2.023115 -4.853463 -1.147402 0.6 -1.5 0.7
N 1.651271 -2.662993 -0.964822 -1.3 -0.2 -1.9
N 1.021359 -3.916797 -2.887623 -1.4 -0.6 -1.1
H 2.347059 -2.732611 -0.264140 0.6 0.6 0.5
H 1.495236 -1.877168 -1.590194 0.4 0.5 0.7
H 0.658861 -4.868844 -3.030096 0.6 0.6 -0.1
H 0.326376 -3.254875 -3.218191 0.2 0.4 0.5
C 1.978663 2.813134 -6.398481 2.6 2.1 -1.0
O 0.898965 2.754499 -5.893445 -2.3 -0.8 0.9
N 2.714144 4.013646 -6.314843 0.4 -1.9 -0.6
N 2.518297 1.839672 -7.203195 0.2 -0.1 0.0
H 2.506480 4.599157 -5.514735 0.3 -0.1 -0.1
H 3.650019 3.966818 -6.734551 -0.7 0.5 0.7
H 3.506058 1.659042 -7.371712 -0.5 0.4 0.2
H 1.883653 1.107111 -7.448614 -0.1 -0.3 0.0
C -2.136559 -2.097029 4.457047 -0.5 1.2 -0.9
C -3.031779 -2.846231 5.407971 0.3 -0.5 0.9
C -2.404068 -4.275784 5.600787 -1.1 0.6 -0.1
O -2.498959 -4.935093 4.337109 0.3 0.8 0.4
C -3.087853 -6.212375 4.357469 0.2 0.3 -0.1
N -3.026425 -2.153590 6.719164 -0.4 -0.7 -0.1
H -1.951537 -2.750820 3.615696 0.4 0.1 -0.3
H -1.213794 -1.703132 4.895988 0.1 -0.8 0.3
H -2.559667 -1.157635 4.039703 -0.4 -0.6 0.2
H -4.063806 -3.029425 4.982873 1.0 0.4 0.3
H -2.995358 -4.806810 6.385844 0.5 0.1 -0.5
H -1.360448 -4.187101 5.930106 -0.1 0.0 -0.1
H -3.983362 -6.158836 4.981368 0.0 -0.5 0.2
H -2.321611 -6.922793 4.708043 -0.6 -0.2 0.0
H -3.433954 -6.406823 3.338427 0.2 -0.2 0.1
H -3.788126 -2.495840 7.313648 0.4 0.4 -0.3
H -3.078986 -1.143602 6.635098 -0.3 -0.3 -0.1
C -4.838204 -3.318531 1.728506 -0.6 -0.6 1.1
C -4.229285 -4.351854 0.845375 1.0 -0.2 -1.7
C -2.702524 -4.370336 0.963207 0.2 -1.2 0.7
O -2.148502 -5.344467 0.051416 -1.1 0.1 0.8
C -0.801614 -5.629602 0.320437 0.6 0.4 -1.4
N -4.677975 -5.674193 1.204284 -1.0 -1.4 -0.4
H -5.923394 -3.504949 1.896053 0.5 0.6 -0.7
H -4.558655 -2.338412 1.389231 -0.4 0.6 -0.1
H -4.462967 -3.457749 2.729807 0.5 0.1 0.5
H -4.464886 -4.058114 -0.212756 0.1 -0.4 0.5
H -2.464863 -4.706129 2.010474 -0.1 0.5 -0.8
H -2.244574 -3.408108 0.767253 0.1 0.4 0.0
H -0.504088 -6.385613 -0.423158 0.0 0.2 0.3
H -0.547768 -6.013438 1.311114 -0.4 0.2 0.2
H -0.231309 -4.707835 0.095646 0.2 -0.5 0.4
H -5.716548 -5.713865 1.207885 1.1 -0.2 -0.2
H -4.293074 -6.429213 0.582065 -0.6 1.3 0.8
C 4.280032 0.127350 -4.292879 0.5 -1.3 -0.5
C 4.524712 -1.380448 -4.679865 1.4 0.8 1.4
C 5.329861 -1.556804 -5.955473 0.9 -1.0 0.3
O 4.725454 -1.020347 -7.092368 0.2 0.5 -0.3
C 3.524169 -1.686157 -7.330240 -1.0 -0.4 0.5
N 5.234869 -2.066348 -3.584805 -0.1 -0.4 -0.2
H 3.537901 0.514607 -4.955118 -0.9 0.5 -0.2
H 5.170014 0.727525 -4.510628 0.1 -0.2 0.4
H 3.982525 0.219820 -3.229307 0.1 0.0 -0.7
H 3.630686 -1.928516 -4.850869 -1.3 -0.1 0.3
H 5.548257 -2.636997 -6.202612 -0.3 0.7 0.8
H 6.289244 -1.089435 -5.783108 0.4 0.4 -0.3
H 3.537935 -2.743693 -6.970489 0.1 0.6 -0.4
H 3.293596 -1.656852 -8.382376 0.0 0.0 -0.4
H 2.720495 -1.191376 -6.763173 -0.1 -0.1 -0.2
H 6.248124 -2.053970 -3.647738 -0.2 0.2 0.0
H 4.937949 -1.744952 -2.668729 0.1 -0.1 -0.3
C 1.519933 5.613893 5.279932 1.8 0.9 -1.2
C 0.751951 5.149569 4.091190 -0.8 -0.7 -0.4
C 1.700978 4.873051 2.921010 0.9 -1.3 1.0
O 2.608439 5.903994 2.561145 -1.2 0.1 -0.9
C 2.028929 6.866185 1.687037 0.1 1.4 0.0
N -0.061623 3.935282 4.444616 0.8 0.0 -0.4
H 0.809133 5.763905 6.031266 -0.6 0.1 1.7
H 2.071072 6.564370 5.076057 -0.7 -0.5 0.0
H 2.338171 4.921732 5.470827 -0.2 -0.4 0.7
H 0.006848 5.913444 3.896478 -0.1 0.2 -0.5
H 1.200582 4.317415 2.111575 0.0 0.8 -0.4
H 2.382442 4.119511 3.347212 -0.1 -0.1 -0.1
H 1.764258 6.526906 0.667415 0.3 -0.3 0.5
H 2.767566 7.699108 1.610551 -0.4 -0.7 -0.1
H 1.101390 7.338875 2.076960 0.4 -0.4 0.2
H 0.477392 3.201206 4.939603 -0.2 0.6 -0.6
H -0.461688 3.518981 3.591047 0.1 0.2 0.6
C 2.525137 7.270345 -3.028312 -0.6 1.2 -0.2
O 2.400091 5.884387 -3.109117 0.0 -1.6 1.4
C 2.795771 5.258318 -1.825538 0.3 0.0 -0.6
C 1.636379 4.521101 -1.168917 1.2 0.8 0.3
N 0.529512 5.406181 -1.149880 -1.0 -0.1 -0.2
C -0.666596 4.826095 -0.502815 0.8 -0.8 -2.6
C -1.673670 5.895095 -0.568296 -1.1 1.9 2.3
O -2.146297 6.239839 -1.837207 0.5 -1.2 -2.0
C -2.872079 7.435546 -1.950176 -0.8 -0.1 2.1
H 2.266571 7.738812 -4.005137 0.5 -0.5 0.5
H 3.530722 7.457188 -2.703385 0.8 0.8 -0.3
H 1.877421 7.773506 -2.280975 0.0 -0.6 -0.1
H 3.273780 6.000619 -1.164310 -0.8 0.1 -0.1
H 3.611290 4.545414 -1.941173 0.1 -0.2 -0.8
H 1.970014 4.318346 -0.133416 -0.2 -0.2 -0.3
H 1.419441 3.582916 -1.661850 0.1 -0.5 -0.3
H 0.319758 5.642628 -2.131012 -0.1 -0.1 0.7
H -0.434521 4.605134 0.532342 -0.1 -0.1 0.2
H -1.025605 3.871759 -1.032193 0.5 1.1 0.8
H -1.142680 6.802552 -0.141968 -0.7 -0.7 -0.2
H -2.486951 5.593182 0.119445 -0.1 0.4 -0.4
H -3.010730 7.833518 -2.956362 0.1 -0.8 -0.1
H -2.329227 8.182857 -1.385722 0.2 0.6 0.2
H -3.845117 7.294597 -1.397659 0.5 0.3 -0.8
C -1.895516 -1.366628 -1.632241 -0.3 0.8 0.3
O -1.747673 -2.167032 -2.776545 -0.2 0.2 0.0
C -2.555971 -3.340602 -2.685427 0.4 1.4 0.0
C -2.747211 -3.823534 -4.063689 0.4 -1.4 0.9
N -3.790172 -3.113852 -4.723216 -0.5 -0.9 -2.1
C -3.768116 -3.339834 -6.194922 1.4 1.4 0.6
C -2.446885 -2.876316 -6.860679 0.0 0.0 -0.7
O -2.081366 -1.544853 -6.593800 0.0 0.8 0.8
C -0.730706 -1.219274 -6.916474 -1.5 0.4 -1.5
H -2.886050 -0.846797 -1.593136 0.5 -0.6 0.0
H -1.130474 -0.604932 -1.681447 0.1 0.2 -0.1
H -1.711457 -1.917898 -0.702769 -0.2 -0.1 0.0
H -3.520418 -3.088369 -2.292571 -0.8 0.3 0.5
H -2.073522 -3.988630 -1.991777 0.3 -1.1 0.4
H -2.965775 -4.883543 -3.972065 -0.6 -0.4 -0.2
H -1.752665 -3.861712 -4.488502 0.5 0.6 -0.8
H -3.791789 -2.122774 -4.549024 0.4 0.2 0.1
H -4.606152 -2.852997 -6.665133 -0.3 0.4 0.0
H -3.806861 -4.369453 -6.503079 -0.3 -0.8 0.5
H -2.586220 -2.945219 -7.950592 0.1 -0.4 0.0
H -1.616387 -3.526064 -6.559525 -0.1 -0.2 -0.1
H -0.575754 -0.148056 -6.705683 0.0 -0.6 0.3
H -0.588313 -1.325379 -8.012975 0.1 -0.1 0.3
H -0.056926 -1.891196 -6.433313 0.7 -0.3 0.6
C -1.038011 1.138897 6.040387 1.3 1.3 0.9
O 0.403288 1.009585 5.899568 -2.0 0.6 -1.0
C 1.051658 0.442654 6.972514 0.5 -1.2 0.5
C 1.428830 -1.000247 6.586329 -1.0 0.7 0.1
N 2.245087 -1.554623 7.590439 2.0 -1.4 0.8
C 2.914779 -2.800496 7.136907 -1.2 0.0 -1.2
C 3.459067 -3.553150 8.269065 1.2 -0.6 0.9
O 2.440569 -3.934910 9.149518 -1.5 0.4 -0.3
C 2.866480 -4.451673 10.358742 1.6 0.4 1.2
H -1.421102 1.252348 5.045121 -0.3 0.3 -0.4
H -1.201437 2.062035 6.671267 -0.3 -0.9 -0.7
H -1.517137 0.280875 6.500490 0.3 -0.3 0.2
H 0.410251 0.342515 7.871444 0.2 0.5 -0.2
H 1.933936 1.064577 7.189361 -0.1 -0.4 0.2
H 1.966135 -0.994887 5.642166 -0.1 0.0 -0.3
H 0.493590 -1.606555 6.542072 0.2 0.4 -0.8
H 1.648046 -1.809561 8.370163 0.3 -0.1 0.1
H 3.699197 -2.650876 6.343814 -0.7 0.3 0.9
H 2.173003 -3.487060 6.712260 -0.3 0.1 -0.5
H 4.171388 -2.887370 8.725229 0.5 0.3 0.9
H 4.006423 -4.460048 8.003798 0.1 0.0 -0.6
H 3.198355 -5.502658 10.310550 -0.3 0.1 -0.2
H 2.113717 -4.328890 11.167083 0.3 -0.1 -0.8
H 3.784236 -3.880441 10.654390 -0.6 -0.4 0.2
C 0.534182 -2.542654 2.207262 0.5 0.1 -1.4
O -0.390904 -1.568475 1.779123 0.1 0.4 0.0
C -0.160366 -0.249809 2.308925 -1.7 -0.2 0.1
C 0.991590 0.463236 1.633497 -1.8 -1.7 -1.1
N 0.622513 0.348028 0.178934 0.7 0.3 1.7
C 1.724329 0.690443 -0.664260 -0.1 0.5 -0.8
C 1.253046 0.888093 -2.071047 1.5 2.4 -1.2
O 0.967441 -0.336700 -2.638306 -1.0 -0.6 -1.3
C 0.626032 -0.205376 -4.042916 1.4 0.3 0.0
H 0.561432 -3.376479 1.478756 -0.3 0.5 0.5
H 0.299771 -2.874843 3.181325 -0.3 -0.6 1.2
H 1.533362 -2.120890 2.211252 0.4 0.0 0.1
H -0.122654 -0.230182 3.378501 0.8 -0.5 1.0
H -1.144817 0.216191 2.180811 0.3 0.5 -0.6
H 1.860756 -0.148790 1.889719 0.6 0.6 -0.1
H 1.031276 1.492097 1.967457 0.3 0.2 0.0
H 0.313827 -0.613873 0.043005 0.1 0.1 -0.1
H 2.567344 -0.001117 -0.717808 0.1 -0.5 0.3
H 2.167826 1.615301 -0.329243 0.0 0.5 0.2
H 2.082802 1.397778 -2.674647 -0.5 -0.6 0.6
H 0.443750 1.648115 -2.191506 -0.1 -0.8 0.5
H -0.222776 -0.821855 -4.311649 -0.2 -0.1 0.3
H 1.533995 -0.532766 -4.604499 -0.7 0.1 0.1
H 0.443609 0.856335 -4.317083 0.0 -0.7 0.3


10
Properties=species:S:1:pos:R:3:forces:R:3 method="wB97M-V/def2-TZVPD" e_homo_ev=-9.28 lumo_energy_ev=0.6 charge=0 e_above_lowest_kcal_mol=28.01
C 0.175166 -1.301712 1.263570 0.7 0.5 -1.0
C -0.815220 0.877033 -0.912288 2.2 -0.4 0.5
C 0.356483 1.093083 -0.360545 -0.1 -1.8 0.2
N 0.284123 -1.890075 0.217450 -1.3 2.4 1.6
O 0.131903 -0.459609 2.067220 -0.4 -0.8 0.6
Br 0.839882 2.662116 0.463995 0.5 0.9 0.1
H -1.413990 1.611454 -1.229480 -2.5 2.8 -0.6
H -1.101153 -0.086127 -1.143319 -0.3 -2.0 -0.7
H 0.967508 0.196280 -0.196411 0.2 1.1 0.0
H 0.575297 -2.702445 -0.170192 0.9 -2.8 -0.8